{
  "formula": "C55H172N38O15P8",
  "method": "wB97M-V/def2-TZVPD",
  "elements": ["O", "P", "N", "C", "C", "N", "C", "C", "N", "C", "C", "H", "H", "H", "H", "H", "H", "H", "H", "H", "H", "H", "H", "H", "H", "H", "H", "H", "H", "O", "P", "N", "C", "C", "N", "C", "C", "N", "C", "C", "H", "H", "H", "H", "H", "H", "H", "H", "H", "H", "H", "H", "H", "H", "H", "H", "H", "H", "O", "P", "N", "C", "C", "N", "C", "C", "N", "C", "C", "H", "H", "H", "H", "H", "H", "H", "H", "H", "H", "H", "H", "H", "H", "H", "H", "H", "H", "O", "P", "N", "C", "C", "N", "C", "C", "N", "C", "C", "H", "H", "H", "H", "H", "H", "H", "H", "H", "H", "H", "H", "H", "H", "H", "H", "H", "H", "O", "P", "N", "C", "C", "N", "C", "C", "N", "C", "C", "H", "H", "H", "H", "H", "H", "H", "H", "H", "H", "H", "H", "H", "H", "H", "H", "H", "H", "O", "P", "N", "C", "C", "N", "C", "C", "N", "C", "C", "H", "H", "H", "H", "H", "H", "H", "H", "H", "H", "H", "H", "H", "H", "H", "H", "H", "H", "O", "P", "N", "C", "C", "N", "C", "C", "N", "C", "C", "H", "H", "H", "H", "H", "H", "H", "H", "H", "H", "H", "H", "H", "H", "H", "H", "H", "H", "O", "P", "N", "C", "C", "N", "C", "C", "N", "C", "C", "H", "H", "H", "H", "H", "H", "H", "H", "H", "H", "H", "H", "H", "H", "H", "H", "H", "H", "C", "O", "N", "N", "H", "H", "H", "H", "C", "O", "N", "N", "H", "H", "H", "H", "C", "O", "N", "N", "H", "H", "H", "H", "C", "O", "N", "N", "H", "H", "H", "H", "C", "O", "N", "N", "H", "H", "H", "H", "C", "O", "N", "N", "H", "H", "H", "H", "C", "O", "N", "N", "H", "H", "H", "H"],
  "positions_angstrom": [[5.91467, -0.99340, -3.39471], [5.68956, -2.36843, -2.88652], [6.81514, -3.40592, -3.50944], [6.94196, -3.38904, -4.93967], [7.11736, -4.71873, -2.82420], [4.16313, -2.89316, -3.26863], [2.98032, -2.10359, -3.11325], [3.83271, -4.31597, -3.29483], [5.71782, -2.13257, -1.20162], [5.17664, -2.93417, -0.13461], [6.78538, -1.36131, -0.64927], [6.33461, -2.63069, -5.47747], [6.39183, -4.24976, -5.32271], [7.95141, -3.33467, -5.27636], [6.64824, -4.81882, -1.83505], [8.15816, -4.82605, -2.53300], [6.84226, -5.57024, -3.48326], [2.18779, -2.38990, -3.82378], [2.52565, -2.17698, -2.13211], [3.18918, -1.03799, -3.30713], [3.16998, -4.57649, -2.53044], [3.30480, -4.60855, -4.19426], [4.72674, -4.92771, -3.25289], [4.31059, -3.54158, -0.35525], [5.92116, -3.56927, 0.36254], [4.79355, -2.26763, 0.68894], [7.53818, -2.01405, -0.20359], [6.32564, -0.75573, 0.14983], [7.15101, -0.68066, -1.44048], [-3.49621, -0.75146, -5.78332], [-3.29998, 0.57844, -6.51063], [-4.38808, 1.71325, -6.09579], [-4.85516, 1.80303, -4.70979], [-4.79551, 2.86767, -6.86075], [-3.42252, 0.65052, -8.22516], [-2.39147, 0.05486, -8.98476], [-4.72922, 0.25443, -8.81561], [-1.82987, 1.18030, -6.13741], [-1.49557, 2.61066, -6.44542], [-0.59193, 0.43363, -6.00840], [-4.45739, 2.64118, -4.13370], [-4.57238, 0.91502, -4.20281], [-5.93829, 1.95461, -4.70093], [-4.60921, 3.73223, -6.29811], [-5.90207, 2.85738, -6.94953], [-4.26291, 2.88021, -7.81768], [-2.31715, -1.00140, -8.76763], [-2.46128, 0.24454, -10.06566], [-1.45007, 0.48981, -8.69812], [-4.80016, -0.82255, -8.90341], [-5.51726, 0.50026, -8.09452], [-4.74358, 0.78679, -9.78934], [-2.33054, 3.16056, -6.85818], [-1.05949, 3.07074, -5.62843], [-0.80498, 2.62070, -7.30445], [-0.94112, -0.41490, -5.42798], [0.11797, 0.93762, -5.32649], [-0.07369, 0.14888, -6.97612], [-8.83473, 2.29900, -0.17268], [-7.67853, 1.47353, 0.26698], [-6.23645, 2.34658, 0.22008], [-5.04299, 1.87805, 0.83370], [-6.08489, 3.62081, -0.35993], [-7.29940, 0.17745, -0.64363], [-6.53916, 0.25011, -1.87722], [-8.29027, -0.88647, -0.64314], [-7.80660, 0.90428, 1.81536], [-7.18698, -0.25839, 2.41239], [-8.23919, 1.93635, 2.74800], [-4.15073, 1.75211, 0.19832], [-5.08054, 0.91056, 1.30421], [-4.73702, 2.58809, 1.65458], [-5.21599, 3.57579, -1.04046], [-5.85083, 4.46663, 0.35092], [-6.96194, 4.03842, -0.85119], [-6.26062, -0.80137, -2.08238], [-7.20579, 0.53016, -2.69839], [-5.63636, 0.83072, -1.75770], [-7.80196, -1.77531, -1.00722], [-8.89330, -1.02961, 0.26177], [-8.97143, -0.63074, -1.47548], [-6.23009, 0.01337, 2.89875], [-7.83804, -0.71539, 3.21732], [-6.98913, -1.10691, 1.80095], [-7.41666, 2.36712, 3.36483], [-9.04336, 1.62883, 3.48784], [-8.71602, 2.71945, 2.18827], [-3.85138, -1.02319, 4.01880], [-3.49212, 0.11758, 4.90333], [-3.01678, 1.48893, 4.13976], [-2.72304, 2.68945, 4.83815], [-2.37540, 1.36969, 2.83465], [-2.31584, -0.48894, 5.98523], [-1.99139, 0.29389, 7.15883], [-1.90800, -1.86594, 6.04094], [-4.60063, 0.67821, 5.93696], [-5.13763, -0.32569, 6.92775], [-5.61511, 1.62677, 5.47174], [-1.77046, 2.58927, 5.30023], [-3.46178, 2.95853, 5.60563], [-2.70434, 3.50081, 4.13854], [-2.97749, 0.57314, 2.35932], [-1.34849, 1.03447, 2.88553], [-2.55970, 2.32404, 2.30144], [-0.97528, 0.07508, 7.53386], [-2.07863, 1.38017, 6.98338], [-2.62306, 0.11156, 8.03337], [-2.16646, -2.30607, 5.08600], [-0.84004, -1.88942, 6.17020], [-2.32966, -2.41815, 6.85029], [-6.13486, -0.49489, 6.76801], [-4.58195, -1.27215, 6.76015], [-4.92311, -0.02201, 7.95603], [-5.15909, 2.12686, 4.59962], [-5.72848, 2.40870, 6.20465], [-6.52419, 1.06488, 5.17290], [7.26682, 2.08052, 5.03801], [7.06222, 1.67288, 3.60065], [8.47091, 1.14045, 2.86329], [8.72733, 1.10019, 1.41712], [9.54306, 0.53156, 3.57843], [6.43693, 2.82015, 2.57547], [5.59258, 2.60741, 1.45342], [6.71909, 4.25381, 2.62527], [5.90707, 0.46899, 3.46959], [6.30832, -0.87593, 3.69562], [4.58361, 0.76677, 4.04104], [8.83839, 0.05812, 1.05746], [9.74232, 1.56854, 1.27387], [7.99044, 1.65441, 0.82432], [9.23829, 0.43626, 4.59438], [10.47353, 1.08538, 3.53472], [9.79943, -0.47455, 3.24941], [5.36996, 1.56172, 1.37200], [4.61832, 3.07932, 1.55583], [6.07029, 2.95743, 0.54654], [7.24014, 4.64843, 1.76821], [5.76411, 4.75238, 2.78275], [7.29212, 4.42043, 3.55342], [5.66125, -1.64728, 3.19037], [7.34706, -1.06552, 3.33988], [6.29552, -1.14730, 4.75434], [4.64063, 1.06436, 5.14248], [3.89331, -0.09860, 4.10643], [4.18237, 1.54063, 3.45659], [1.78506, -6.70404, 4.40002], [1.82038, -5.25290, 4.67191], [1.00930, -4.76974, 6.05266], [1.29320, -3.50777, 6.67067], [-0.16902, -5.39529, 6.65042], [1.13813, -4.54549, 3.30641], [0.66569, -3.21469, 3.16450], [1.37763, -5.22199, 2.08407], [3.37479, -4.73104, 4.85317], [4.39582, -5.22605, 5.80197], [4.03410, -3.77044, 3.97366], [1.75202, -2.77390, 6.01700], [1.96508, -3.56047, 7.51664], [0.42293, -2.98851, 7.06871], [-1.03737, -4.90088, 6.29323], [-0.09949, -5.38075, 7.75651], [-0.17476, -6.38830, 6.25182], [1.46531, -2.54415, 2.83896], [-0.15742, -3.14944, 2.45100], [0.27659, -2.84506, 4.12467], [0.47929, -5.17902, 1.43945], [2.07165, -4.62043, 1.52300], [1.69666, -6.25099, 2.24271], [5.15877, -5.60203, 5.17310], [4.74140, -4.31767, 6.36327], [4.03151, -6.02429, 6.47530], [3.28090, -3.31325, 3.28427], [4.86490, -4.18843, 3.42518], [4.42025, -2.95562, 4.56278], [-6.34299, -3.80608, -1.33545], [-5.01275, -4.39325, -1.28280], [-4.15697, -3.86981, 0.05683], [-4.44163, -2.54637, 0.65954], [-2.84514, -4.45187, 0.37644], [-4.25215, -4.00487, -2.73595], [-2.82679, -4.26315, -2.99016], [-4.75808, -2.84215, -3.41651], [-4.98234, -6.04032, -1.20077], [-4.63379, -6.99037, -2.22638], [-5.43117, -6.73046, 0.01662], [-5.47111, -2.26106, 0.61340], [-3.86253, -1.71597, 0.31214], [-4.14987, -2.71384, 1.74542], [-2.09296, -3.98350, -0.25622], [-2.92214, -5.53297, 0.32829], [-2.54098, -4.17737, 1.39662], [-2.79205, -4.53536, -4.05917], [-2.21012, -3.36085, -2.90496], [-2.49128, -5.02376, -2.30336], [-4.64968, -3.03806, -4.52914], [-5.81578, -2.72411, -3.20876], [-4.17521, -1.95178, -3.29333], [-3.75101, -7.50351, -1.91452], [-5.44650, -7.68889, -2.31759], [-4.46166, -6.45482, -3.15348], [-6.22559, -7.45847, -0.31902], [-5.84463, -5.99057, 0.71907], [-4.59385, -7.28849, 0.39773], [1.68201, 1.13953, -2.07002], [0.80775, 0.93052, -0.91016], [-0.22046, 2.20941, -0.77565], [0.48131, 3.48730, -0.79046], [-1.66285, 2.19336, -0.67748], [1.61872, 0.81365, 0.48128], [3.00127, 0.19479, 0.48494], [1.01064, 0.97402, 1.78844], [-0.11840, -0.35032, -1.04651], [-0.80013, -0.60661, -2.30958], [-0.01649, -1.48598, -0.22693], [1.53583, 3.28564, -0.57613], [0.01046, 4.08579, -0.00214], [0.51254, 4.08598, -1.68690], [-2.02160, 2.72159, 0.25055], [-2.12115, 1.16436, -0.62245], [-2.14345, 2.71758, -1.51940], [3.05624, -0.38171, -0.46609], [3.80847, 0.93790, 0.67166], [3.10306, -0.56979, 1.27794], [0.44555, 0.03675, 2.08311], [1.68248, 1.08707, 2.62479], [0.35248, 1.78705, 1.79265], [-1.72172, -1.12987, -2.07851], [-0.87434, 0.32278, -2.87231], [-0.16458, -1.31671, -2.88791], [0.27956, -2.37973, -0.81264], [-0.93903, -1.72846, 0.29582], [0.71513, -1.33265, 0.52226], [-3.85845, 5.65345, -4.03915], [-3.30515, 6.35920, -4.90709], [-5.25533, 5.39987, -4.01414], [-3.14217, 5.04291, -3.02361], [-5.60891, 5.00536, -3.07928], [-5.96807, 5.96947, -4.42291], [-2.14060, 4.97360, -3.21516], [-3.50508, 4.45773, -2.27856], [3.41281, 1.00085, -5.40232], [2.94507, -0.16305, -5.54298], [2.75986, 1.93365, -4.61835], [4.56193, 1.35355, -6.00768], [2.35932, 1.47045, -3.80941], [3.31551, 2.79052, -4.40317], [5.07503, 0.70715, -6.60796], [5.13455, 1.91749, -5.39645], [5.25441, 2.20825, -2.72869], [4.81937, 3.31525, -3.01481], [6.56813, 1.91160, -3.14719], [4.59309, 1.20407, -2.13018], [6.84571, 0.90823, -3.32886], [7.10260, 2.75045, -3.45675], [3.59379, 1.24568, -1.97990], [5.04376, 0.26341, -2.20105], [0.89172, 4.44160, 3.40306], [0.19014, 3.58026, 3.89559], [1.97105, 4.16025, 2.62414], [0.64687, 5.73625, 3.61004], [2.14902, 3.20488, 2.43204], [2.28798, 4.86912, 1.94998], [1.12370, 6.47346, 3.12830], [0.00148, 5.84527, 4.33872], [1.20154, 0.78076, 5.96659], [1.41784, -0.19045, 6.62093], [0.35707, 0.71435, 4.84500], [1.76801, 2.03910, 6.22549], [-0.45117, 0.08029, 4.88256], [0.18257, 1.63359, 4.44098], [1.62716, 2.75919, 5.50529], [2.59030, 2.16721, 6.79320], [0.06521, 5.38581, -4.81990], [-0.38087, 4.89767, -3.77249], [-0.72410, 6.13468, -5.62794], [1.23247, 4.83879, -5.33100], [-0.40451, 6.30410, -6.55382], [-1.62905, 6.42353, -5.36506], [1.74852, 5.17836, -6.14217], [1.59641, 3.95183, -4.91125], [3.00288, 5.63053, -0.68929], [2.37332, 5.75066, 0.36881], [4.30056, 5.00334, -0.69555], [2.46410, 5.79501, -1.92576], [4.72144, 4.76974, -1.53152], [4.52877, 4.57825, 0.21212], [2.95718, 5.36917, -2.73258], [1.48089, 5.91208, -2.08024]],
  "forces_ev_per_angstrom": [[0.3, 0.2, -0.6], [-1.1, 1.5, 0.8], [-0.2, -1.0, 2.2], [-1.8, -0.2, -1.2], [-0.1, 0.5, -0.3], [0.4, -1.5, 0.0], [-0.5, 1.7, -0.4], [1.2, 0.3, -1.3], [-0.3, -1.5, -0.6], [-0.8, 0.1, 1.2], [0.0, 1.3, -0.2], [0.6, 0.4, 1.0], [0.6, -0.7, -0.2], [0.8, -0.1, -0.2], [-0.5, 0.2, -0.5], [0.5, 0.2, -0.6], [0.1, 0.5, 0.5], [0.5, 0.0, 0.0], [0.0, -0.2, 0.6], [-0.1, -0.5, 0.0], [-0.9, -0.4, 1.7], [-0.1, 0.3, -0.6], [0.0, -0.1, 0.2], [-0.1, -0.2, -0.7], [0.1, -0.1, -0.2], [0.4, -0.2, -0.7], [0.4, 0.2, -0.1], [0.5, 0.1, 0.0], [0.3, -0.4, 0.7], [0.2, 2.1, -1.5], [-0.1, -2.4, 0.3], [-0.7, 0.6, 0.9], [-0.2, 0.3, -0.5], [-0.8, -1.1, -0.8], [-1.8, 0.0, 1.1], [1.6, -0.1, -0.2], [0.6, 0.8, 0.8], [1.7, 2.5, -0.5], [-1.0, -1.9, -2.6], [-0.2, -1.0, 0.6], [0.4, 0.3, -0.4], [-0.1, -1.0, 0.5], [-0.1, -0.3, 0.0], [0.7, 1.5, 0.7], [0.4, -0.1, -0.5], [-0.5, 0.2, 0.1], [0.1, -0.7, -0.4], [-0.4, -0.1, 0.3], [0.6, 0.2, 0.2], [0.2, -0.4, -0.5], [-0.1, 0.5, -0.6], [-0.7, -0.5, 0.5], [-0.4, 0.1, 0.5], [0.8, 1.0, 1.7], [0.3, 0.0, 0.3], [0.6, -0.9, -0.4], [-0.2, 0.1, -0.6], [-0.6, 0.3, 1.1], [0.7, -0.2, 0.4], [0.4, 1.0, -0.6], [-0.8, -0.4, 0.1], [1.3, 0.4, 1.4], [0.6, 2.1, -0.1], [0.2, -0.6, 1.4], [-0.6, -1.5, 0.2], [-0.7, 0.3, -1.8], [-0.7, -0.2, 0.3], [0.0, 0.0, 2.0], [-0.6, -0.1, 1.4], [-0.4, 0.5, -0.5], [-0.7, -0.4, 0.2], [-0.1, -0.5, -0.6], [-0.2, 0.2, -0.2], [0.1, -0.9, 0.0], [-0.2, -0.7, -0.3], [0.2, 0.5, -0.1], [0.3, 0.5, -0.2], [0.0, 0.4, -0.2], [0.2, -0.8, 0.5], [0.6, 0.2, -0.1], [-0.4, -0.2, 0.4], [-0.3, -0.2, 0.0], [0.4, 0.8, -0.6], [0.1, -0.2, -1.2], [-0.2, -0.3, -0.5], [0.9, -0.3, -0.8], [0.0, 0.5, -0.3], [0.2, 0.7, -0.4], [1.0, -2.3, 0.5], [-0.2, -0.7, -0.6], [-0.4, 0.6, 0.9], [-1.8, -0.6, -0.2], [-0.5, 1.4, -0.3], [0.5, 0.7, 0.8], [0.2, 0.5, -1.1], [-1.9, -0.1, 1.5], [3.9, 0.3, -0.4], [0.9, -0.4, -0.9], [1.0, 0.5, 0.5], [0.2, -0.3, -0.2], [0.2, 0.5, -0.4], [0.6, 0.3, -0.4], [0.3, 0.4, -0.1], [0.6, -0.6, 0.2], [-0.2, 0.1, -0.5], [0.2, -0.6, -0.1], [-0.4, -0.3, -0.1], [-0.1, -0.4, 0.0], [0.6, -0.1, 0.0], [-0.7, -0.5, 0.7], [-2.5, -0.3, -0.4], [-0.5, 0.4, 0.2], [-0.3, 0.2, -0.1], [-0.7, -0.2, 0.1], [-0.7, 0.1, 0.5], [0.2, 0.8, 0.3], [0.1, -0.2, -2.1], [0.4, 0.5, 1.3], [-0.6, 0.1, -1.0], [0.9, 0.4, 0.3], [0.2, -0.4, 0.7], [0.1, 1.0, -0.1], [-0.3, -1.1, -0.2], [0.3, -0.6, 2.6], [-0.8, -0.2, -0.5], [0.9, -2.0, -0.3], [0.6, -0.7, 2.3], [-0.3, 0.4, 0.1], [-0.9, -0.3, -0.1], [0.2, -0.3, 0.2], [0.0, 0.1, 1.0], [0.2, 0.5, -0.1], [-0.3, -0.3, -0.4], [0.2, -0.6, -0.3], [-0.2, 0.5, 0.2], [0.0, 0.1, -0.5], [0.2, -0.1, -0.4], [-0.1, 0.4, -0.3], [0.0, 0.3, -0.5], [0.4, 1.0, 0.2], [-0.7, 0.2, 0.1], [0.0, 0.0, 0.2], [0.2, 0.0, -1.3], [0.6, 0.2, -0.7], [-1.0, 1.2, -0.5], [-0.3, -0.3, 0.8], [-0.6, -1.1, 0.1], [0.3, 0.3, -0.1], [0.6, 1.3, 0.2], [1.4, -0.5, -0.4], [0.0, -0.4, 1.7], [-0.3, 0.7, 0.9], [-0.6, 0.0, -1.3], [0.8, 0.9, -0.2], [-1.8, 0.9, 0.6], [-2.0, 0.5, -0.2], [0.1, 0.0, -0.4], [0.4, -0.4, 0.4], [-0.3, -0.4, -0.2], [-1.1, 0.6, 0.0], [0.0, -0.1, -0.6], [-0.3, -0.9, 0.2], [0.0, 0.4, -0.2], [0.0, -0.1, -0.1], [0.2, 0.0, -0.2], [0.0, -0.3, 0.4], [1.0, 0.0, -0.6], [0.0, 0.3, -0.1], [1.2, -0.6, -0.2], [0.0, -1.0, -0.1], [0.1, 0.6, -0.4], [0.8, -0.5, 0.3], [0.2, -0.4, -0.4], [0.3, 0.5, 0.4], [-1.5, 0.9, 0.6], [1.0, -0.2, -0.8], [-0.3, 0.2, 0.0], [0.9, -1.8, 2.1], [-0.7, 1.1, 0.3], [0.6, -0.3, 1.3], [-1.3, 0.5, -0.7], [-0.3, -1.0, -2.6], [0.2, 0.1, 0.7], [-0.2, 1.2, -0.1], [-1.0, 0.5, -1.2], [-0.7, -0.2, -0.2], [0.7, 0.5, -0.7], [-0.6, 0.7, -1.0], [0.4, -0.5, -0.3], [0.4, -0.1, -0.3], [-0.4, -0.1, 0.0], [0.5, -0.4, 0.4], [0.0, 0.0, 0.3], [0.4, -0.4, -0.2], [-0.2, 0.3, 1.0], [0.1, 0.2, 0.1], [0.3, 0.7, 0.6], [0.8, -0.7, 0.0], [-0.3, -0.5, -0.4], [0.0, -0.2, -0.2], [0.6, 0.7, 0.7], [0.2, -0.5, -0.1], [0.3, -0.3, 0.7], [1.5, 0.0, -0.8], [-0.8, 1.8, -0.3], [-0.1, -0.3, -0.4], [-0.2, 0.1, 1.1], [-0.9, 0.0, 0.8], [2.7, -0.4, 1.7], [-1.1, -0.3, -0.2], [-0.4, -2.4, 0.0], [-1.5, -0.9, -0.7], [1.2, -0.6, -0.1], [-0.1, -1.6, 0.2], [-0.2, 0.2, 0.4], [0.5, 0.2, 0.1], [-0.7, -0.4, -0.7], [0.5, -0.3, -0.7], [0.9, 0.9, -0.1], [0.2, -0.2, 0.0], [0.7, 0.7, 0.5], [-0.8, -0.5, -0.7], [-0.4, 0.3, -0.1], [0.3, 0.9, -0.3], [0.8, 0.2, -0.1], [-1.1, 1.2, 0.0], [-0.5, 0.3, -0.3], [-0.5, -0.2, -0.1], [-0.4, 0.4, 0.0], [-0.1, 0.2, 0.2], [-0.4, -0.1, 0.0], [0.8, 0.0, 0.8], [-0.6, 0.4, 0.0], [-1.4, -1.1, 1.2], [0.7, -1.3, 2.8], [-0.2, 0.4, -0.9], [0.9, 0.7, -2.1], [0.4, 0.6, -0.5], [0.0, 0.1, 0.1], [-0.3, 0.3, -0.6], [-1.8, -3.6, -0.1], [0.5, 2.3, 0.1], [1.2, 0.8, -0.5], [1.2, 1.2, -0.2], [-0.4, 0.3, 0.2], [-0.5, -1.2, 0.1], [-0.7, 0.0, 0.7], [0.4, 0.2, -0.4], [1.7, -1.2, -1.1], [-0.8, 1.2, 0.4], [0.0, -0.4, 0.2], [1.1, -0.8, 0.2], [-0.4, 1.7, 0.3], [-0.7, -1.5, 0.2], [-0.2, 0.2, -0.2], [-0.6, 1.1, 0.0], [1.4, -0.2, -1.5], [-0.7, -1.3, 1.1], [0.2, 1.1, 0.1], [0.2, 0.3, -0.4], [-0.1, -0.6, -0.3], [0.0, -0.5, 0.1], [0.0, 0.2, 0.2], [-0.9, 1.0, 0.7], [-0.4, 1.5, -1.4], [0.6, -1.7, 1.6], [0.5, 1.0, 0.4], [-0.8, 0.1, -1.4], [0.6, 0.4, 0.4], [-0.3, -0.2, -0.1], [0.0, -0.5, 0.6], [-0.1, -0.6, 0.0], [-1.1, -2.3, -0.9], [0.5, 0.7, 0.6], [2.9, -0.1, -0.3], [0.9, -0.1, 0.2], [0.1, 0.2, -0.5], [-1.4, 0.2, 0.7], [-0.6, 0.0, 0.5], [-0.8, 1.3, -0.5], [1.1, -3.0, 0.3], [0.5, 0.8, -0.7], [-3.2, 2.3, 3.1], [1.3, -0.1, -1.2], [1.0, -1.0, -1.8], [0.1, 0.5, -1.2], [-0.5, 0.5, 1.0], [-0.3, 0.2, 0.4]],
  "mulliken_charge": [-1.11, -0.56, 0.38, -1.07, -0.98, 1.20, -0.83, -1.14, 1.05, -0.74, -0.96, 0.27, 0.39, 0.38, 0.29, 0.30, 0.38, 0.56, 0.46, -0.59, 0.41, 0.30, 0.29, 0.33, 0.38, -0.37, 0.42, 0.01, 0.27, -0.77, -0.17, 0.69, -0.94, -1.25, 0.18, -0.88, -1.12, 1.43, -1.16, -1.00, 0.37, -0.01, 0.38, 0.17, 0.31, 0.48, 0.35, 0.33, 0.20, 0.35, 0.35, 0.36, 0.37, 0.29, 0.28, 0.25, 0.04, 0.22, -0.93, -0.04, 0.97, -0.52, -1.37, 1.08, -0.34, -1.14, 0.42, -0.34, -1.15, -0.17, -0.15, 0.36, 0.29, 0.32, 0.41, -0.21, 0.20, 0.05, 0.25, 0.41, 0.35, 0.03, 0.39, -0.17, 0.22, 0.36, 0.41, -1.04, -0.43, 1.86, -1.33, -0.83, 1.57, -1.20, -0.85, 0.40, -1.01, -1.07, 0.21, 0.37, 0.34, -0.44, -0.23, 0.36, 0.37, 0.28, 0.30, 0.35, -0.33, 0.40, 0.45, 0.24, 0.29, 0.16, 0.38, 0.44, -0.91, 0.07, 0.40, -0.66, -1.21, 0.72, -0.96, -0.99, 1.00, -0.37, -0.90, 0.23, 0.36, 0.05, 0.38, 0.33, 0.38, 0.06, -0.33, 1.06, 0.25, 0.26, 0.38, -0.38, 0.20, 0.33, 0.35, 0.12, 0.10, -0.87, 0.30, 0.39, -1.16, -1.07, 0.51, 0.95, -1.01, 0.51, -1.04, -1.03, 0.21, 0.37, 0.47, 0.31, 0.35, 0.38, -0.25, -0.23, -0.54, 0.11, 0.34, 0.35, 0.42, 0.30, 0.25, -0.22, 0.51, 0.54, -0.84, -0.08, 0.70, -0.55, -0.83, 0.41, -0.76, -1.22, 0.45, -1.07, -1.13, 0.00, 0.19, 0.22, 0.07, 0.32, 0.36, 0.35, -0.13, 0.49, 0.29, 0.48, 0.19, 0.34, 0.34, 0.30, 0.37, 0.29, 0.37, -0.36, -1.49, 2.23, -0.60, -0.78, 1.53, -0.22, -1.06, 1.63, -0.84, -0.77, 0.00, 0.45, -0.52, 0.39, -0.11, -0.24, -0.20, -0.47, 0.24, -0.16, 0.03, 0.98, 0.09, 0.08, 0.16, 0.33, -0.15, -0.33, 0.60, -0.78, -0.26, -0.02, 0.09, 0.27, -0.02, 0.22, 0.31, -0.60, 0.57, -0.39, -0.44, 0.29, 0.29, 0.26, -0.40, -0.87, -0.22, 2.06, 0.22, 0.26, -0.54, -0.53, 0.23, -0.38, 0.35, -0.42, -0.55, 0.34, 0.16, 0.27, -0.12, -0.57, 1.42, -0.28, -0.82, -0.36, 0.04, 0.30, 0.27, -0.59, -0.28, -0.23, 0.15, 0.29, 0.21, 0.06, 0.58, -0.72, -0.29, -0.33, 0.23, 0.14, 0.20, 0.20],
  "homo_energy_ev": -8.15,
  "fmax_ev_per_a": 5.057
}